261
Properties=species:S:1:pos:R:3:forces:R:3 method="wB97M-V/def2-TZVPD" charge=+2 molar_mass_da=1719.90 homo_lumo_gap_ev="8.2 / 8.2" multiplicity=5 homo_energy_ev="-11.37 / -11.37" e_lumo_ev="-3.20 / -3.20" s2=6.025
V -2.946 -0.901 -2.698 0.81 0.79 1.07
V -4.528 1.930 0.436 -0.82 0.45 -1.13
S -5.440 0.899 -1.964 -0.04 0.99 3.14
O -6.240 1.312 -0.645 1.82 -0.49 -2.03
O -5.248 -0.544 -2.100 0.04 -1.07 -0.24
O -5.896 1.553 -3.134 -0.88 0.41 -1.04
O -4.062 1.415 -1.563 0.51 0.42 1.05
O -1.219 -0.178 -2.305 -1.84 -0.79 -0.11
C -0.243 -1.092 -1.937 -0.22 -1.85 1.27
C 0.032 -1.247 -0.388 -0.89 2.63 -1.68
O 0.711 -0.083 0.217 -2.28 -3.85 1.78
H 0.636 -0.874 -2.548 0.40 -0.11 0.56
H -0.547 -2.165 -2.180 0.26 1.06 -0.14
H 0.493 -2.194 -0.360 1.89 -0.97 0.59
H -0.944 -1.493 0.085 0.47 1.04 -0.01
C -6.174 3.062 2.997 2.40 -0.06 -4.32
O -5.580 3.132 1.850 -1.16 -0.68 0.04
N -6.145 1.945 3.747 -0.10 1.36 0.00
N -6.688 4.168 3.481 -1.22 1.81 3.92
H -6.297 1.045 3.327 0.42 -0.08 0.20
H -6.090 2.206 4.716 -0.31 -0.99 0.56
H -6.973 5.108 3.160 1.07 -1.38 -0.87
H -6.729 4.149 4.519 -0.52 -0.06 -1.03
C -1.682 -0.906 3.301 1.38 0.04 -1.45
O -2.338 -1.252 2.282 1.02 0.50 2.57
N -2.169 -0.455 4.471 -1.68 0.44 1.43
N -0.296 -0.835 3.266 -0.97 -0.24 -0.05
H -1.700 -0.140 5.319 0.72 -0.38 -0.90
H -3.151 -0.459 4.666 -0.44 -0.23 -0.59
H 0.313 -0.703 4.065 -0.51 -0.11 -0.18
H 0.078 -1.283 2.464 0.65 -0.04 -0.64
C 2.901 2.790 -0.391 2.87 -1.60 -4.54
O 1.997 2.030 -0.716 -0.98 0.27 -0.04
N 3.118 3.207 0.808 0.84 1.77 2.57
N 3.904 3.047 -1.386 -0.35 1.35 1.87
H 3.876 3.821 1.135 -0.44 -0.31 -0.53
H 2.384 2.950 1.411 -0.63 -0.03 1.09
H 3.907 2.320 -2.038 -0.16 -1.01 -1.15
H 4.852 3.408 -1.188 -0.91 -0.06 0.45
C -2.825 -3.368 -4.597 0.94 1.33 1.35
O -2.641 -2.742 -3.470 -0.25 -1.64 -2.64
N -4.072 -3.543 -5.049 -0.23 -0.08 -0.13
N -1.787 -3.824 -5.324 -0.51 -0.35 0.08
H -4.800 -3.161 -4.504 -0.61 0.53 0.63
H -4.394 -3.934 -5.914 0.61 -0.27 -0.25
H -2.011 -4.415 -6.139 0.54 0.49 0.88
H -0.866 -3.887 -4.855 -0.34 -0.07 -0.32
C -0.073 -0.023 -5.696 -0.36 1.96 0.28
O -1.251 0.316 -6.006 1.93 -1.36 -0.18
N 0.532 0.478 -4.580 0.25 -0.51 -0.39
N 0.761 -0.776 -6.488 -2.10 -0.01 0.79
H 0.019 0.979 -3.864 -0.34 -0.30 -0.35
H 1.325 -0.043 -4.240 0.06 0.24 -0.01
H 1.726 -0.618 -6.539 1.27 0.31 0.16
H 0.316 -1.109 -7.301 -0.28 -0.35 -1.01
C -3.771 -2.995 -0.309 0.75 -2.17 0.30
O -2.888 -2.413 -0.977 -0.87 1.22 0.44
N -3.584 -3.403 0.959 0.35 0.51 -0.02
N -4.821 -3.602 -0.905 1.31 1.38 -1.21
H -2.825 -3.025 1.475 0.49 0.75 0.38
H -4.245 -3.928 1.489 -0.42 -0.16 -0.16
H -4.828 -3.415 -1.879 -0.68 -0.07 -0.58
H -5.578 -3.991 -0.435 -1.26 -0.55 0.69
C 4.911 4.352 3.362 -0.84 -0.37 0.73
O 5.402 4.856 2.134 1.42 -1.50 0.38
C 6.614 4.028 1.863 -0.51 -0.07 2.13
C 7.440 4.604 0.769 -0.40 -0.17 0.77
N 6.537 4.952 -0.276 0.67 0.88 -1.93
C 7.294 5.719 -1.328 -1.55 0.45 0.92
C 6.259 6.226 -2.307 -0.76 -0.70 0.61
O 5.539 7.231 -1.564 0.70 -0.57 -0.72
C 4.541 7.848 -2.289 -1.63 0.88 -1.68
H 5.589 4.558 4.205 0.16 -0.41 -0.38
H 4.617 3.260 3.315 0.73 0.84 -0.02
H 3.998 4.851 3.660 -0.34 0.47 -0.40
H 6.274 3.001 1.729 -0.21 -0.06 -0.79
H 7.202 3.906 2.810 -0.32 0.65 -0.54
H 8.120 3.827 0.449 0.36 -0.17 -0.22
H 8.029 5.455 1.133 0.02 0.02 0.04
H 5.896 5.666 0.087 0.09 -0.44 -0.09
H 8.065 5.213 -1.854 0.51 -1.26 -0.20
H 7.802 6.534 -0.796 -0.10 0.32 -0.44
H 5.522 5.395 -2.521 0.78 0.64 0.01
H 6.728 6.507 -3.269 -0.42 0.68 0.45
H 4.876 8.179 -3.302 0.04 -0.20 0.63
H 4.195 8.735 -1.772 0.32 0.26 0.33
H 3.570 7.304 -2.479 1.06 -0.42 0.37
C 1.805 -3.231 -3.868 -0.07 1.37 -0.33
O 0.792 -4.230 -3.877 -0.32 0.15 0.33
C 1.362 -5.457 -3.417 0.77 0.02 0.76
C 0.394 -6.582 -3.292 -2.14 -0.11 -0.56
N -0.855 -6.386 -2.475 1.26 -0.09 0.05
C -0.702 -5.863 -1.121 -0.36 0.27 -0.70
C -0.400 -6.941 -0.133 1.87 0.41 -0.66
O 0.965 -7.348 -0.436 -0.24 1.07 0.56
C 1.692 -7.974 0.601 -1.82 -1.88 -0.25
H 1.852 -2.528 -2.966 -0.10 -1.58 -0.65
H 1.619 -2.518 -4.710 0.12 -0.81 0.36
H 2.729 -3.789 -4.028 0.44 0.75 0.11
H 1.837 -5.303 -2.446 0.03 0.26 0.12
H 2.182 -5.752 -4.090 -0.20 -0.03 -0.04
H 0.940 -7.508 -3.040 -0.38 0.47 0.11
H -0.083 -6.698 -4.267 0.44 -0.48 -0.38
H -1.462 -5.753 -2.969 0.02 0.08 -0.28
H -1.645 -5.379 -0.887 -0.29 0.00 0.28
H 0.047 -5.062 -1.069 0.17 -0.10 0.21
H -1.010 -7.787 -0.257 -1.12 -1.15 -0.34
H -0.586 -6.556 0.856 0.64 0.14 0.82
H 2.728 -7.760 0.555 1.07 0.34 -0.43
H 1.535 -9.088 0.471 0.38 0.98 0.53
H 1.334 -7.668 1.578 -0.14 0.02 0.28
C -3.106 5.481 3.664 -0.42 -1.12 1.33
O -2.712 4.641 2.605 -0.29 -0.47 0.07
C -2.711 3.255 2.953 0.77 0.07 1.60
C -1.838 2.523 1.923 -0.55 -0.63 3.24
N -2.403 2.726 0.631 -0.04 0.18 -2.85
C -1.452 2.143 -0.376 0.98 0.17 -0.70
C -1.376 2.857 -1.765 -0.97 -1.07 0.87
O -1.186 4.283 -1.637 0.23 -2.19 0.44
C -0.811 4.880 -2.845 -0.09 -0.58 -0.97
H -3.037 6.487 3.330 -0.26 0.81 -0.41
H -2.471 5.417 4.589 -0.08 -0.33 -0.82
H -4.132 5.203 4.022 0.56 0.45 -0.50
H -3.741 2.803 3.178 1.43 0.73 -0.75
H -2.148 3.194 3.917 -0.38 -0.22 -0.32
H -1.848 1.430 2.271 0.01 1.34 -1.12
H -0.788 2.884 2.067 -0.78 -0.12 -0.61
H -2.340 3.712 0.326 -0.34 -0.08 1.04
H -1.616 1.045 -0.475 0.15 1.05 -0.07
H -0.416 2.321 -0.022 -0.58 -0.39 0.37
H -2.250 2.568 -2.348 -0.38 0.70 -0.17
H -0.587 2.267 -2.245 0.60 0.83 -0.04
H -0.006 4.345 -3.418 -0.32 0.40 0.88
H -0.548 5.886 -2.598 0.45 0.62 -0.08
H -1.664 4.911 -3.524 -0.25 0.07 -0.18
C -4.826 4.475 6.800 0.07 -1.24 3.25
O -4.873 3.186 6.182 -0.32 -0.32 0.54
C -4.433 1.964 6.916 -0.71 1.89 -0.96
C -5.583 1.004 6.928 -0.01 -1.01 -0.67
N -5.214 -0.168 7.645 0.50 -1.85 -1.77
C -5.933 -1.408 7.245 0.79 0.79 3.49
C -5.080 -2.591 7.716 -0.89 -1.38 -2.41
O -4.797 -2.490 9.045 0.18 0.66 1.53
C -4.115 -3.594 9.564 0.09 -0.64 1.85
H -5.791 4.838 7.291 0.88 -0.93 -0.55
H -4.609 5.151 6.041 0.66 1.30 -1.20
H -4.019 4.499 7.635 -1.17 0.08 -1.48
H -4.275 2.187 7.991 0.81 0.07 -0.74
H -3.592 1.630 6.265 -0.30 -0.10 1.21
H -5.905 0.701 5.891 0.41 0.23 1.02
H -6.425 1.423 7.421 -1.12 1.20 0.11
H -4.883 -0.098 8.595 -0.26 0.03 0.08
H -6.077 -1.464 6.207 0.02 0.11 -1.53
H -6.938 -1.392 7.728 0.40 -0.48 -0.26
H -4.145 -2.648 7.126 -0.06 0.38 0.05
H -5.601 -3.569 7.410 0.28 0.98 0.78
H -3.658 -3.428 10.613 -1.12 0.19 -1.67
H -3.308 -3.928 8.952 0.89 0.08 -0.82
H -4.797 -4.447 9.594 -0.10 -0.10 0.34
C -1.940 2.639 -9.080 0.23 -1.55 1.22
O -3.193 2.707 -8.428 -0.85 0.31 -1.03
C -3.027 2.945 -7.085 -0.91 -0.08 1.54
C -4.375 2.829 -6.286 0.83 -0.41 -1.76
N -4.840 1.420 -6.199 -1.92 0.09 -1.70
C -5.145 0.627 -7.469 0.80 1.36 -1.22
C -5.894 -0.594 -7.167 -0.27 -1.75 0.89
O -7.211 -0.426 -6.795 -0.86 2.71 -0.26
C -7.739 -1.358 -5.950 0.86 -2.72 1.40
H -2.133 2.682 -10.118 -0.03 0.22 -1.10
H -1.521 1.626 -8.830 0.14 0.88 -0.28
H -1.256 3.421 -8.741 -0.05 0.05 -0.14
H -2.670 3.974 -6.934 0.25 -0.23 0.26
H -2.318 2.177 -6.709 -0.16 0.63 0.43
H -5.234 3.379 -6.665 0.39 0.35 -0.39
H -4.222 3.110 -5.274 0.29 0.39 0.92
H -5.770 1.492 -5.745 0.83 -0.59 0.62
H -4.232 0.231 -7.876 0.86 0.23 0.08
H -5.514 1.249 -8.292 -0.34 0.24 0.63
H -5.353 -0.949 -6.270 0.05 -0.91 -0.36
H -5.890 -1.305 -8.029 0.61 0.35 0.60
H -7.249 -1.444 -4.927 0.05 0.35 -1.07
H -7.650 -2.355 -6.441 -0.19 0.22 0.43
H -8.766 -1.213 -5.700 -0.74 0.61 -0.42
C 5.466 -9.614 -2.908 -2.54 -0.55 -0.95
O 5.310 -8.284 -2.464 1.33 0.44 -0.52
C 6.245 -7.400 -3.140 0.94 -0.38 0.11
C 6.525 -6.221 -2.215 -1.32 -1.15 0.92
N 5.211 -5.648 -2.017 -0.89 2.06 2.04
C 5.079 -4.774 -0.777 -0.77 0.10 0.26
C 3.588 -4.368 -0.413 2.08 -0.03 -1.79
O 3.624 -3.664 0.806 -0.95 0.99 -1.73
C 3.646 -4.415 1.947 0.71 -0.58 0.97
H 6.481 -9.965 -2.926 0.51 -0.11 0.14
H 4.992 -9.700 -3.917 0.80 0.06 0.19
H 4.787 -10.297 -2.342 0.84 0.66 0.24
H 5.904 -7.077 -4.159 -0.24 -0.15 0.96
H 7.228 -7.870 -3.328 -0.45 -0.44 0.19
H 7.173 -5.547 -2.716 0.75 0.79 -0.30
H 6.954 -6.537 -1.209 -0.09 0.04 -1.26
H 4.595 -6.441 -1.860 -0.08 0.17 0.03
H 5.662 -3.825 -0.754 -0.25 -0.66 -0.84
H 5.383 -5.255 0.168 0.43 -0.57 -0.46
H 2.992 -5.281 -0.480 -0.41 -0.04 0.78
H 3.220 -3.702 -1.208 -0.03 0.08 0.43
H 4.661 -4.810 2.100 -0.25 -0.25 0.31
H 2.927 -5.230 1.896 -0.15 -0.22 0.21
H 3.420 -3.739 2.773 -0.09 -0.19 0.09
C -4.932 1.478 11.229 -0.83 -1.18 -0.30
O -3.833 1.133 10.379 -0.52 0.92 -0.74
C -2.591 0.910 11.008 -0.98 0.15 1.84
C -1.519 0.450 10.080 0.30 0.88 -0.12
N -1.401 1.460 9.036 -0.20 1.23 -1.53
C -0.852 1.030 7.718 -0.26 0.76 0.25
C 0.226 1.993 7.123 -0.39 -0.68 0.76
O -0.227 3.307 6.977 -0.25 0.19 0.04
C 0.814 4.177 6.527 0.12 -1.73 -0.12
H -4.948 0.750 12.044 -0.04 0.09 0.26
H -5.847 1.240 10.623 0.75 0.51 0.50
H -5.035 2.493 11.680 0.73 -0.42 -0.71
H -2.786 0.197 11.820 0.37 -0.26 -0.08
H -2.258 1.828 11.526 0.01 -0.06 -0.34
H -1.722 -0.482 9.565 -0.11 -0.74 0.57
H -0.630 0.399 10.786 -0.53 -0.18 -1.26
H -2.298 2.001 8.887 1.60 -1.16 0.48
H -1.631 1.083 6.936 -0.20 -0.38 0.40
H -0.509 -0.036 7.820 0.07 1.04 -0.35
H 0.561 1.659 6.154 0.09 -0.66 -0.69
H 1.084 2.013 7.750 0.96 -0.16 0.84
H 1.183 3.852 5.518 -0.61 0.66 0.39
H 1.710 4.122 7.155 -0.19 0.02 0.35
H 0.356 5.128 6.619 0.06 1.09 -0.55
C 4.326 -0.645 -0.706 -0.76 2.09 1.96
O 5.102 -1.204 -1.700 0.28 1.34 -1.24
C 5.512 -0.141 -2.611 0.44 -0.99 0.04
C 6.608 -0.689 -3.485 1.43 -0.18 -0.77
N 6.828 0.236 -4.641 0.66 -0.98 -0.72
C 7.809 1.258 -4.338 1.32 -0.40 1.42
C 8.613 1.743 -5.541 -0.64 -0.01 -1.04
O 9.232 0.691 -6.318 -0.39 -0.37 1.85
C 9.634 0.996 -7.644 0.11 0.80 1.17
H 3.279 -0.340 -0.892 0.26 -0.19 -1.06
H 4.793 0.303 -0.325 -0.17 -0.55 -0.23
H 4.188 -1.240 0.177 0.50 -1.05 0.17
H 5.875 0.769 -2.117 -0.12 -0.29 0.57
H 4.727 0.193 -3.286 -0.59 -0.20 0.07
H 6.301 -1.650 -3.883 -0.25 -0.19 -0.08
H 7.568 -0.917 -2.887 -1.24 0.58 -0.77
H 7.189 -0.250 -5.508 -0.60 0.32 1.64
H 8.484 0.910 -3.526 0.22 -0.33 -0.52
H 7.372 2.107 -3.797 -0.28 0.34 -0.71
H 9.372 2.478 -5.215 -0.41 -0.17 -0.27
H 7.813 2.195 -6.158 0.64 0.38 -0.24
H 10.180 1.957 -7.608 -0.31 -0.14 -0.46
H 8.693 1.071 -8.213 0.75 -0.10 -0.61
H 10.386 0.233 -7.927 -0.93 0.24 -0.20
O -4.331 0.729 1.339 0.41 -1.13 0.74
H 1.130 0.471 -0.394 1.08 1.31 -1.79
H -3.150 10.396 -5.145 0.00 0.00 0.00
O -3.151 -0.096 -4.316 -0.15 -0.27 -1.13
H -4.149 0.900 -5.686 0.25 -0.82 1.44
H -2.407 -0.237 -4.989 -0.84 0.49 1.03